# 1
C9H11BO4 | ωB97M-V with the def2-TZVPD basis set

Structure (XYZ):
```
25
Properties=species:S:1:pos:R:3
O -0.928 1.956 -0.064
O 4.026 0.619 -1.444
O 3.632 -1.401 -2.767
O -2.394 0.335 0.506
B 3.365 -0.551 -1.685
C -1.195 0.763 0.028
C 0.711 -2.414 0.297
C 1.952 -2.029 -0.202
C -0.319 -1.483 0.278
C 1.036 0.145 -0.827
C 2.100 -0.793 -0.810
C -0.188 -0.229 -0.236
C -2.877 1.964 2.086
C -3.232 1.374 0.716
H 3.859 1.378 -0.810
H 3.134 -2.192 -3.125
H 0.506 -3.382 0.674
H 2.716 -2.795 -0.280
H -1.240 -1.755 0.746
H 1.136 1.112 -1.256
H -3.370 2.971 2.311
H -1.770 1.995 2.198
H -3.262 1.376 2.949
H -3.166 2.112 -0.065
H -4.231 0.924 0.782
```

Computed properties:
**HOMO**: -9.51 eV
**Total energy**: -675.44694 hartree
**LUMO**: 0.29 eV
**Kohn-Sham gap**: 9.8 eV
**Structure (SMILES)**: CCOC(=O)c1cccc(B(O)O)c1
**Energy relative to the best compared isomer or geometry (same formula, charge and spin)**: 121.97 kJ/mol
**Net charge**: 0

# 2
C9H11BrN2O | ωB97M-V with the def2-TZVPD basis set

Structure (XYZ):
```
24
Properties=species:S:1:pos:R:3
C -0.682 2.768 0.693
C 0.595 0.413 1.480
C 0.679 0.883 0.071
C -1.494 -0.535 1.348
C -2.267 0.478 0.882
C -0.117 1.955 -0.351
C -1.800 -1.963 0.978
C -0.235 2.503 -1.699
C 2.159 -1.005 -0.258
N -0.992 3.661 1.341
N -0.318 -0.278 2.046
O 1.391 0.135 -0.772
Br -3.708 0.023 -0.319
H 1.437 0.661 2.074
H -2.452 1.542 1.236
H -1.552 -2.074 -0.172
H -2.904 -2.007 1.011
H -1.288 -2.630 1.571
H -1.235 2.163 -2.155
H 0.538 2.061 -2.436
H -0.341 3.569 -1.779
H 1.454 -1.560 0.301
H 3.157 -0.749 0.096
H 2.385 -1.632 -1.142
```

Computed properties:
**HOMO**: -8.50 eV
**Total energy**: -3108.17375 hartree
**LUMO**: 0.32 eV
**Kohn-Sham gap**: 8.8 eV
**Structure (SMILES)**: COC(/C=N\C(C)=C\Br)=C(\C)C#N
**Energy relative to the best compared isomer or geometry (same formula, charge and spin)**: 300.61 kJ/mol
**Net charge**: 0

# 3
C9H11BrS | ωB97M-V with the def2-TZVPD basis set

Structure (XYZ):
```
22
Properties=species:S:1:pos:R:3
C -2.144 0.450 0.519
C -1.589 -0.892 0.634
C -1.634 1.399 -0.295
C -0.708 -1.327 -0.280
C -0.581 1.035 -1.237
C 0.037 -0.346 -1.069
C 1.744 0.092 1.553
C 1.040 -0.636 -1.894
C 2.708 0.445 0.499
S 2.668 1.927 -0.152
Br 4.030 -0.710 0.050
H -2.932 0.511 1.194
H -2.077 -1.630 1.291
H -2.046 2.302 -0.525
H -0.318 -2.420 -0.294
H -1.068 0.970 -2.273
H 2.185 0.492 2.592
H 0.840 0.657 1.381
H 1.824 -1.017 1.584
H 1.479 -1.679 -2.019
H 1.580 0.100 -2.417
H 0.109 1.800 -1.341
```

Computed properties:
**HOMO**: -7.91 eV
**Total energy**: -3321.61914 hartree
**LUMO**: -0.34 eV
**Kohn-Sham gap**: 7.6 eV
**Energy relative to the best compared isomer or geometry (same formula, charge and spin)**: 180.79 kJ/mol
**Net charge**: 0

# 4
C9H11F6N2PS2 | ωB97M-V with the def2-TZVPD basis set

Structure (XYZ):
```
31
Properties=species:S:1:pos:R:3
S -3.764 0.539 -3.387
C -3.963 0.703 -1.871
N -4.272 0.778 -0.674
C -3.097 0.623 0.157
C -3.075 -0.244 1.196
N -1.973 -0.395 1.931
C -0.863 0.285 1.691
C -0.834 1.185 0.656
C 0.464 1.902 0.400
C 1.375 0.858 -0.287
C 0.887 0.455 -1.683
S 1.560 1.523 -3.004
C -1.953 1.373 -0.118
H -3.959 -0.821 1.438
H -1.988 -1.076 2.683
H 0.011 0.103 2.306
H 0.298 2.783 -0.229
H 0.900 2.235 1.345
H 2.421 1.158 -0.275
H 1.274 -0.038 0.337
H 1.189 -0.580 -1.856
H -0.202 0.471 -1.785
H 0.582 2.421 -3.251
H -1.886 2.104 -0.916
F 3.340 -2.087 -0.782
P 2.991 -2.632 0.735
F 3.078 -3.869 1.808
F 3.189 -1.056 1.205
F 1.535 -2.280 1.482
F 4.609 -2.751 0.948
F 2.125 -3.669 -0.199
```

Computed properties:
**HOMO**: -9.34 eV
**Total energy**: -2196.05864 hartree
**LUMO**: -2.19 eV
**Kohn-Sham gap**: 7.2 eV
**Net charge**: 0

# 5
C9H11FN2 | ωB97M-V with the def2-TZVPD basis set

Structure (XYZ):
```
23
Properties=species:S:1:pos:R:3
C 2.392 0.828 0.504
C 1.622 1.997 0.453
C 1.811 -0.444 0.396
C 0.262 1.860 0.323
C 0.372 -0.725 0.289
C -0.317 0.592 0.301
C -2.520 -0.416 0.446
C 0.412 -2.933 -0.253
C -2.275 1.690 -0.484
N -0.265 -1.825 0.149
N -1.648 0.560 0.120
F -3.682 -0.452 -0.359
H 3.418 0.958 0.621
H 2.027 3.025 0.285
H 2.444 -1.352 0.193
H -0.343 2.812 0.235
H -2.170 -1.401 0.643
H 0.862 -2.694 -1.240
H 1.288 -3.176 0.417
H -0.230 -3.808 -0.267
H -2.518 2.484 0.289
H -1.616 2.024 -1.319
H -3.169 1.376 -0.848
```

Computed properties:
**HOMO (spin up / spin down)**: -7.14 / -6.96 eV
**Total energy**: -558.77306 hartree
**LUMO (spin up / spin down)**: -0.24 / -0.95 eV
**Kohn-Sham gap (spin up / spin down)**: 6.9 / 6.0 eV
**Energy relative to the best compared isomer or geometry (same formula, charge and spin)**: 209.80 kJ/mol
**Net charge**: 0

# 6
C9H11FO | ωB97M-V with the def2-TZVPD basis set

Structure (XYZ):
```
22
Properties=species:S:1:pos:R:3
C 2.712 1.559 0.513
C 2.686 0.287 -0.034
C 1.543 2.128 0.991
C 1.496 -0.415 -0.111
C 0.353 1.429 0.919
C 0.317 0.153 0.362
C -1.629 -0.773 1.511
C -1.043 -0.585 -2.016
C -0.962 -0.581 0.374
O -1.524 -1.081 -0.784
F -3.951 -2.488 -0.478
H 3.642 2.110 0.571
H 3.599 -0.162 -0.396
H 1.559 3.119 1.422
H 1.486 -1.418 -0.513
H -0.562 1.865 1.292
H -3.129 -2.021 -0.570
H -1.227 -0.447 2.451
H -2.569 -1.295 1.533
H -0.807 0.480 -1.951
H -1.840 -0.738 -2.744
H -0.151 -1.127 -2.341
```

Computed properties:
**HOMO**: -8.94 eV
**Total energy**: -524.62113 hartree
**LUMO**: 0.76 eV
**Kohn-Sham gap**: 9.7 eV
**Structure (SMILES)**: C=C(OC)c1ccccc1.F
**Energy relative to the best compared isomer or geometry (same formula, charge and spin)**: 0.00 kJ/mol
**Net charge**: 0